The following is a quantum chemistry calculation of a molecular structure, C26H40AsBaN5O6PS2 at a distorted geometry, from OMol25.

Structure (XYZ):
```
82
Properties=species:S:1:pos:R:3:forces:R:3:lowdin_charge:R:1
Ba 2.5233 -0.9617 1.3576 -0.3 0.5 -1.0 1.581
As 3.5102 -3.4393 3.4415 -0.2 -0.8 0.1 0.916
S 1.2626 -1.2054 -1.5225 0.1 0.0 0.4 0.398
S 4.1206 -2.8311 -0.5926 0.0 0.1 0.3 0.323
P -1.4608 2.1131 -0.9855 0.1 0.1 0.2 0.537
O 0.7160 1.8530 6.7458 0.0 -0.2 0.0 0.106
O 1.3407 -0.3666 5.5742 -0.1 0.0 0.2 0.013
O 0.9682 -1.2227 3.5392 0.3 -0.3 -0.1 -0.208
O 4.0443 -1.9132 3.1439 0.2 0.6 -0.1 -0.747
O -0.1850 2.5688 -0.3665 0.0 0.0 0.1 -0.285
O 0.0181 3.8540 6.1002 0.0 0.0 0.0 0.068
N -1.3118 2.2147 -2.6220 0.0 0.0 0.0 -0.179
N 0.9594 1.2663 2.4530 0.1 -0.2 0.1 -0.022
N -2.7107 3.0787 -0.4790 -0.1 0.0 -0.1 -0.192
N -1.9834 0.6013 -0.6003 0.1 0.0 0.0 -0.173
N 0.6374 2.5422 2.2172 0.0 -0.1 -0.3 0.017
C -1.8418 -1.4797 0.5360 0.0 0.0 0.0 -0.178
C 2.4106 -3.2086 -4.8212 0.0 0.0 0.0 -0.141
C -2.2264 -0.4676 -1.5855 -0.1 0.0 0.0 -0.216
C -2.7038 -1.6216 -0.7143 0.0 0.0 0.0 -0.166
C 2.2038 -4.1340 2.1849 0.1 -0.2 0.1 -0.259
C -1.7378 0.0342 0.7430 0.1 0.0 -0.1 -0.172
C 2.7834 -3.6044 5.2056 0.0 0.0 0.0 -0.191
C -4.8966 3.9426 -0.9363 0.0 0.0 0.0 -0.166
C -2.6083 4.5300 -0.6079 0.0 0.0 0.0 -0.200
C 0.5638 2.3309 4.3980 0.1 -0.1 0.0 -0.059
C 3.3955 -2.9237 -2.1954 -0.1 0.0 0.0 -0.754
C -2.3903 2.1462 -3.6023 -0.1 0.0 0.0 -0.212
C -0.3501 1.6410 -4.7200 0.0 0.0 0.0 -0.163
C 3.5723 -3.8673 -4.4434 0.0 0.0 0.0 -0.140
C 1.1040 -0.2776 4.3545 -0.1 0.2 -0.2 -0.623
C 4.9889 -4.6284 3.1456 0.0 -0.1 0.1 -0.199
C -1.8269 1.2479 -4.7005 0.0 0.0 0.0 -0.173
C 0.9240 1.1082 3.7710 -0.2 0.2 0.2 -0.157
C 2.2105 -2.2491 -2.5820 0.1 -0.1 0.0 -0.730
C 4.0444 -3.7182 -3.1502 0.0 0.0 0.0 -0.174
C -3.8183 4.8961 -1.4599 0.0 0.0 0.0 -0.177
C 0.4064 2.7405 5.8185 0.0 0.0 0.0 -0.518
C 0.3695 3.2022 3.3468 0.0 0.1 -0.1 -0.010
C -0.0068 1.8802 -3.2461 0.0 0.0 0.0 -0.180
C 1.7528 -2.4169 -3.8955 0.0 0.0 0.0 -0.171
C -4.1245 2.6860 -0.4781 0.0 0.0 0.0 -0.189
H -4.2886 1.8320 -1.1353 0.0 0.0 0.0 0.092
H 0.8424 -1.9015 -4.1805 0.0 0.0 0.0 0.074
H 2.6840 -4.1724 1.2004 0.0 0.0 0.0 -0.033
H 0.2861 0.8742 -5.1598 0.0 0.0 0.0 0.107
H -4.4390 2.3822 0.5238 0.0 0.0 0.0 0.108
H 5.8005 -4.3691 3.8227 0.0 0.0 0.0 0.038
H -2.2558 -1.9822 1.4093 0.0 0.0 0.0 0.110
H -1.6520 4.8049 -1.0508 0.0 0.0 0.0 0.111
H 1.2565 -3.5998 2.1211 0.1 0.1 0.2 0.019
H 4.7051 -5.6716 3.2773 0.0 0.0 0.0 0.038
H -4.1009 5.9456 -1.3769 0.0 0.0 0.0 0.105
H 0.4315 2.7850 1.2301 0.0 0.0 0.1 0.096
H 2.0166 -3.3077 -5.8263 0.0 0.0 0.0 0.082
H -2.5770 -2.5837 -1.2103 0.0 0.0 0.0 0.112
H 2.0004 -5.1446 2.5459 -0.1 0.0 -0.1 0.042
H 4.9505 -4.2272 -2.8461 0.0 0.0 0.0 0.075
H 3.4559 -3.1063 5.9021 0.0 0.0 0.0 0.047
H 0.4292 0.9916 -2.7823 0.0 0.0 0.0 0.036
H -2.4733 0.3983 1.4674 0.0 0.0 0.0 0.115
H -1.3038 -0.7423 -2.1042 0.0 0.0 0.0 0.049
H -0.2197 2.5598 -5.2975 0.0 0.0 0.0 0.106
H 1.8314 -3.0737 5.2003 0.0 0.0 0.0 0.026
H -2.9875 -0.1656 -2.3085 0.0 0.0 0.0 0.094
H -0.8513 -1.8884 0.3260 0.0 0.0 0.0 0.059
H -2.6133 3.1411 -4.0092 0.0 0.0 0.0 0.105
H -2.3260 1.3930 -5.6593 0.0 0.0 0.0 0.106
H 5.2923 -4.4523 2.1125 0.0 0.0 0.0 0.033
H 0.6960 2.7025 -3.1166 0.0 0.0 0.0 0.110
H -5.6494 3.7071 -1.6887 0.0 0.0 0.0 0.102
H -5.4130 4.3933 -0.0873 0.0 0.0 0.0 0.103
H -2.6739 5.0050 0.3778 0.0 0.0 0.0 0.117
H -1.9283 0.2003 -4.4123 0.0 0.0 0.0 0.101
H 1.0063 0.9727 6.3328 0.0 0.1 0.0 0.059
H -0.7448 0.3144 1.0894 -0.1 0.0 0.1 0.072
H 0.0684 4.2350 3.3552 0.0 0.0 0.0 0.134
H -3.7620 -1.4918 -0.4686 0.0 0.0 0.0 0.108
H -3.3147 1.7617 -3.1647 0.0 0.0 0.0 0.094
H 2.6621 -4.6525 5.4751 0.0 0.0 0.0 0.036
H -3.5976 4.6849 -2.5070 0.0 0.0 0.0 0.093
H 4.1095 -4.4931 -5.1465 0.0 0.0 0.0 0.083
```
Forces are in eV/Å.

Computed properties:
ΔE to the lowest compared entry with this formula, charge and spin ... 113.9 kJ/mol
Net charge ... -1
DFT total energy ... -5139.29182 hartree
HOMO ... -3.65 eV
Gap between HOMO and LUMO ... 0.216 hartree

=====

The following is a quantum chemistry calculation of 2 unconnected molecules or ions with the total composition C15H28B2N3O7S at a distorted geometry, from OMol25.

Structure (XYZ):
```
56
Properties=species:S:1:pos:R:3:forces:R:3:lowdin_charge:R:1
S 5.6055 0.7021 5.5608 -0.2 0.0 -0.1 0.823
O -2.7582 2.4526 0.1270 3.1 2.5 0.6 0.079
O -0.6735 2.9411 -1.3831 -1.9 0.0 2.4 0.065
O -1.6473 -3.3289 1.0834 8.3 3.8 -7.6 0.039
O -0.7146 -3.6765 -3.8295 -3.8 1.7 0.1 0.027
O -1.3545 4.6684 0.3290 -2.8 -2.9 -2.0 0.068
O 4.1700 0.8888 5.1689 0.4 -0.1 -0.1 -0.582
O -0.5903 0.1925 2.2168 1.6 -1.6 0.0 -0.104
N 1.2433 1.6833 3.5963 2.3 -0.2 0.0 -0.029
N 0.1812 -2.3075 -0.7172 -5.9 -0.9 4.1 0.095
N -0.8649 1.6334 -1.7174 -1.5 -5.9 -2.7 -0.053
C 6.6220 1.5272 4.3125 0.0 0.1 -0.1 -0.270
C 6.0798 -0.9827 5.1034 -0.1 -0.1 -0.1 -0.270
C -1.5046 -1.4150 -2.6511 0.7 4.3 1.2 0.082
C 0.9290 0.8391 0.1970 -0.2 0.3 -0.1 -0.069
C -2.6052 2.6049 -3.7110 0.4 -1.0 0.6 -0.035
C -1.8489 1.3749 -2.8729 0.1 -2.6 -0.4 0.025
C -2.2261 -0.1574 -3.4161 2.7 0.5 3.5 -0.042
C -0.4608 -1.1054 -1.4199 -2.4 3.0 -2.2 -0.044
C -3.3658 -3.6347 -3.1557 -0.7 -0.4 0.2 -0.189
C -0.7223 -2.8545 0.2030 -3.3 0.0 2.0 0.000
C -3.2396 -0.4537 -4.6748 0.8 0.1 -0.7 -0.068
C -4.2716 -3.0988 -1.8923 0.4 0.0 -0.9 -0.122
C 1.8415 0.6515 2.6662 0.7 -1.8 0.2 -0.240
C 0.7316 0.0057 1.5941 1.5 0.4 1.2 -0.333
C -0.1432 0.4794 -0.9895 -1.2 -1.4 -1.1 0.089
B -1.6427 3.3334 -0.2994 -0.7 1.3 1.9 -0.442
B -1.8785 -2.9376 -3.2235 1.9 -1.6 -1.1 -0.330
H 2.2068 -0.2657 3.3361 -0.6 1.9 -1.6 0.124
H -5.2445 -3.7796 -1.8201 2.2 1.7 0.1 0.103
H 1.0559 -1.1389 1.4954 -1.0 2.5 -0.1 0.138
H 0.9447 1.9979 0.4818 -0.4 -2.5 -0.8 0.149
H 1.9691 2.4615 3.6252 -1.4 -1.2 0.2 0.088
H -2.5718 -0.8772 -5.5683 -1.4 0.9 2.0 0.122
H -1.0794 -4.2382 -4.5756 0.6 0.5 1.5 0.116
H 5.8305 -1.1705 4.0564 0.0 0.1 0.1 0.055
H 2.8011 1.0151 2.0855 -2.0 -0.5 1.1 0.125
H -2.3027 3.6736 -3.3264 -0.7 -2.3 -0.8 0.102
H 5.5294 -1.6822 5.7372 0.0 0.2 0.0 0.052
H 7.1520 -1.1171 5.2643 -0.1 0.1 0.0 0.056
H -2.2514 5.1263 0.4965 2.1 -1.1 -0.1 0.139
H -2.3344 2.4716 -4.8491 -0.3 0.3 2.4 0.106
H 6.3391 1.1854 3.3141 0.0 0.0 0.1 0.054
H 7.6766 1.3111 4.4987 -0.1 0.0 0.1 0.056
H -0.5288 -0.2528 3.1306 -0.1 1.1 -2.1 0.131
H -3.7838 0.4926 -5.1038 1.2 -1.8 1.1 0.086
H 1.2981 1.2521 4.5567 -0.1 0.9 -1.3 0.079
H 2.0246 0.6251 -0.2257 -2.5 0.2 0.9 0.155
H -3.7588 2.3768 -3.6114 2.4 0.7 0.0 0.108
H -3.9966 -3.4923 -4.1443 1.4 -0.3 1.8 0.114
H -3.2165 -4.7942 -3.0271 -0.2 2.2 -0.4 0.122
H 6.4559 2.6046 4.3865 0.0 -0.2 0.1 0.052
H -3.5882 -3.1697 -0.9351 -1.8 0.2 -1.7 0.074
H -4.5501 -1.9697 -2.1415 0.4 -2.4 0.9 0.086
H -2.9114 2.5970 1.1258 0.3 -0.2 -2.3 0.154
H -4.0568 -1.2680 -4.4675 1.7 1.7 0.1 0.083
```
Forces are in eV/Å.

Computed properties:
Net charge ... +1
DFT total energy ... -1726.58544 hartree
HOMO ... -10.88 eV
Gap between HOMO and LUMO ... 0.244 hartree

=====

The following is a quantum chemistry calculation of a molecular structure, C41H54CrN5O4Se at a distorted geometry, from OMol25.

Structure (XYZ):
```
106
Properties=species:S:1:pos:R:3:forces:R:3:lowdin_charge:R:1
Se 3.3497 -1.6808 -0.5274 0.2 -0.1 0.1 1.194
Cr 1.4194 -0.2544 -2.5294 -1.6 0.6 0.2 1.008
O 2.5243 0.8975 -1.7234 1.1 1.0 0.6 -0.286
O 1.8754 0.7526 -4.3628 -0.2 -0.2 0.2 -0.055
O -0.0400 -0.2636 -4.1306 0.3 0.1 0.1 -0.065
O 0.8336 -1.9462 -2.1749 0.1 -1.0 0.2 -0.267
N -4.7445 3.5763 -2.7547 0.1 -0.1 0.2 0.080
N -0.0724 0.5216 -1.0135 0.0 -0.3 -0.5 0.104
N -1.6845 1.7494 -0.1796 -0.3 -0.1 -0.1 -0.010
N -3.7307 2.7511 -1.0494 0.5 0.0 0.1 -0.066
N -3.8635 3.8334 -1.8655 -0.3 -0.4 -0.2 0.054
C -4.5575 1.7457 -1.4515 0.1 0.0 0.1 -0.177
C 3.3489 0.0989 1.7349 0.0 0.0 0.0 -0.056
C -2.7232 2.7611 -0.0219 0.0 -0.1 0.0 -0.060
C 1.5186 -3.0015 1.2486 0.0 0.0 0.0 -0.074
C 3.6072 0.1668 4.5925 0.0 0.0 0.0 -0.063
C 3.5707 4.7309 -0.0943 0.0 0.0 0.0 -0.049
C -0.2898 0.1268 0.2962 0.1 0.1 -0.1 -0.062
C -0.4432 -3.3658 -0.7270 -0.3 -0.1 0.0 -0.082
C 2.5400 3.6670 -2.0594 0.0 0.0 0.0 -0.042
C -1.5560 -3.6713 -1.7465 0.1 0.0 0.1 -0.525
C 0.0954 -2.6511 3.9150 0.0 0.0 0.0 -0.044
C 2.7451 2.3790 0.1881 -0.1 0.2 -0.1 -0.075
C 3.2925 1.4869 3.8903 0.0 0.1 0.0 -0.557
C -6.4242 0.2688 -2.7977 0.0 0.1 -0.1 -0.078
C 1.1093 4.2526 -0.1082 0.0 0.0 0.0 -0.030
C 2.8012 1.1132 -0.4202 -0.3 -0.4 -0.3 -0.321
C 0.7204 0.4789 -4.8186 0.1 -0.2 0.2 -0.677
C 0.0347 -3.9390 3.0788 0.0 0.0 -0.1 -0.556
C 1.0884 -4.9296 3.5918 0.0 0.0 0.0 -0.045
C 4.4094 2.4885 4.2227 0.0 0.0 0.0 -0.045
C 1.9577 2.0153 4.4365 0.0 0.0 0.0 -0.045
C 2.4904 3.7232 -0.5293 0.0 -0.1 0.1 -0.515
C -1.0642 2.2051 -2.5842 -0.1 -0.1 0.1 0.026
C 3.1825 1.3179 2.3766 0.0 -0.1 0.0 -0.166
C -1.1206 -3.5510 -3.2131 0.0 -0.1 -0.1 -0.047
C 0.3075 -3.5842 1.6145 0.1 0.1 0.1 -0.170
C 3.1430 0.0031 0.3691 0.0 0.0 -0.2 -0.414
C 2.9067 2.4177 1.5719 0.0 0.2 0.0 0.011
C 0.2713 1.0380 -6.1317 0.0 0.0 0.0 0.019
C -5.2149 2.2868 -2.5476 0.0 0.3 -0.2 -0.229
C -2.0516 -5.1125 -1.5500 -0.1 -0.1 0.1 -0.055
C 1.7011 -2.5244 -0.0360 0.1 0.0 -0.1 -0.434
C -0.6168 -3.7802 0.5973 -0.1 -0.2 -0.1 0.024
C -4.7981 0.4482 -0.9912 0.0 0.0 0.0 -0.008
C 0.6999 -2.6152 -1.0187 0.2 0.5 -0.2 -0.345
C -2.7109 -2.6965 -1.5071 -0.1 0.1 0.1 -0.044
C -1.2834 0.8805 0.8247 0.0 0.1 -0.1 -0.030
C -0.9297 1.4918 -1.2820 0.1 0.0 0.2 -0.310
C -6.1698 1.5445 -3.2464 -0.1 0.0 -0.1 -0.010
C -1.3479 -4.5657 3.2653 0.0 0.0 0.0 -0.068
C -5.7454 -0.2701 -1.6847 0.1 0.0 0.0 -0.076
H 1.7307 3.0801 -2.4814 0.0 -0.1 0.0 0.055
H 4.5657 4.3503 -0.3398 -0.1 0.0 0.0 0.096
H 3.6211 -0.7950 2.2832 0.0 0.1 0.0 0.093
H 4.5780 -0.2303 4.2817 -0.1 0.0 0.0 0.091
H -0.2187 -4.1391 -3.4085 -0.1 0.1 0.0 0.098
H 0.6783 2.0388 -6.2671 0.0 0.0 0.0 0.090
H 2.0175 2.1485 5.5218 0.0 0.0 -0.1 0.085
H -1.7911 1.7003 -3.2257 0.0 0.0 0.0 0.100
H -2.5190 -5.2710 -0.5752 0.0 0.0 -0.1 0.070
H -2.3661 -1.6652 -1.6379 0.0 0.0 0.0 0.081
H -6.6781 1.9651 -4.1068 0.0 0.0 0.1 0.116
H 4.1944 3.4804 3.8147 0.0 -0.1 0.0 0.077
H 2.1003 -4.5258 3.5038 -0.1 0.0 0.0 0.078
H -1.4413 -5.5005 2.7042 0.0 0.1 0.1 0.089
H -3.1148 -2.8023 -0.4922 0.0 0.0 -0.1 0.085
H 1.0568 4.4181 0.9725 0.0 0.0 -0.1 0.083
H -5.9695 -1.2820 -1.3748 0.0 0.0 0.0 0.106
H -1.2244 -5.8211 -1.6502 -0.1 0.0 0.0 0.095
H 1.6991 2.9801 3.9912 0.0 -0.1 0.0 0.077
H -3.5169 -2.8817 -2.2255 0.0 0.0 0.1 0.086
H -0.8152 1.0450 -6.1840 0.0 0.0 0.0 0.086
H -1.5414 -4.2896 0.8396 0.1 0.1 0.0 0.092
H 3.5426 4.9384 0.9773 0.0 0.0 -0.1 0.071
H -1.9248 -3.9401 -3.8467 0.1 0.0 0.1 0.085
H 1.0896 -2.1971 3.8752 -0.1 0.0 0.0 0.064
H -4.2667 0.0236 -0.1488 0.0 0.0 0.0 0.108
H -0.6241 -1.9182 3.5366 0.0 0.0 0.0 0.085
H 1.1480 1.3119 4.2176 0.1 0.1 0.0 0.085
H 0.2915 -0.6531 0.7669 -0.1 0.1 -0.1 0.107
H 2.8106 3.3843 2.0576 0.0 -0.1 0.0 0.101
H 4.5194 2.5871 5.3073 0.0 0.0 -0.1 0.085
H -1.7259 0.8952 1.8105 0.0 0.0 -0.2 0.122
H -2.7996 -5.3479 -2.3130 0.1 0.0 0.1 0.084
H 5.3636 2.1511 3.8088 -0.1 0.0 0.0 0.092
H 2.3231 -2.8862 1.9680 -0.1 0.0 0.0 0.102
H -1.5067 -4.7925 4.3229 0.0 0.0 -0.1 0.085
H -0.1427 -2.8607 4.9633 0.0 0.0 -0.1 0.087
H -0.9246 -2.5255 -3.5055 0.0 0.0 0.0 0.058
H -2.2934 3.7566 -0.0306 0.1 0.2 0.0 0.134
H 3.4762 3.2416 -2.4213 0.0 0.0 0.0 0.099
H -0.1055 2.1922 -3.0955 0.0 0.0 0.0 0.062
H 0.3295 3.5328 -0.3795 0.1 0.1 0.0 0.063
H 0.6579 0.4024 -6.9310 0.0 0.0 0.0 0.094
H -3.1842 2.5846 0.9447 0.0 0.0 0.2 0.139
H 3.6431 0.3305 5.6722 0.0 0.0 0.0 0.087
H 0.9085 -5.1639 4.6462 0.0 0.0 -0.1 0.085
H 2.4534 4.6874 -2.4456 0.0 0.0 0.0 0.089
H 3.4263 5.6792 -0.6222 0.0 -0.1 0.1 0.086
H -7.1582 -0.3413 -3.3090 0.0 0.0 0.0 0.104
H -1.3719 3.2410 -2.4533 0.0 0.0 0.1 0.082
H 1.0463 -5.8606 3.0200 0.0 0.0 0.0 0.091
H 2.8397 -0.5878 4.3945 0.1 0.1 0.0 0.069
H 0.8958 5.2026 -0.6114 0.0 -0.1 0.0 0.092
H -2.1435 -3.8860 2.9435 0.1 -0.1 0.0 0.087
```
Forces are in eV/Å.

Computed properties:
DFT total energy ... -5615.47974 hartree
HOMO (spin up / spin down) ... -7.74 / -7.92 eV
Expectation value of S² ... 3.78
Gap between HOMO and LUMO (spin up / spin down) ... 0.281 / 0.296 hartree
Multiplicity ... 4